# C50H41CdF2IN5O3PS

C50H41CdF2IN5O3PS as an isolated structure (ωB97M-V/def2-TZVPD, OMol25).

```
! wB97M-V def2-TZVPD RIJCOSX def2/J DEFGRID3
* xyz 0 1
Cd 0.675 0.121 0.617
F -2.508 -2.086 4.569
C -1.430 -1.322 4.266
C -1.111 -1.082 2.943
C 0.008 -0.321 2.608
C 0.818 0.158 3.655
C 0.443 -0.080 4.975
F 1.165 0.428 6.007
C -0.684 -0.805 5.308
C 2.083 0.840 3.333
C 3.225 0.656 4.116
C 4.392 1.310 3.769
C 4.392 2.136 2.655
C 3.224 2.230 1.922
N 2.103 1.608 2.242
H -1.741 -1.512 2.173
H -0.943 -0.982 6.338
H 3.214 -0.014 4.962
H 5.292 1.180 4.354
H 5.278 2.675 2.357
H 3.171 2.871 1.050
C 8.324 1.501 -2.311
C 7.102 0.914 -1.668
C 5.900 1.613 -1.654
C 4.744 1.016 -1.182
C 4.778 -0.281 -0.706
C 5.973 -0.974 -0.666
C 7.128 -0.375 -1.146
S 3.206 -1.057 -0.278
O 3.031 -0.924 1.156
O 3.230 -2.423 -0.761
N 2.091 -0.134 -0.954
C 1.692 -0.297 -2.238
C 2.450 -0.972 -3.215
C 1.953 -1.061 -4.494
C 0.730 -0.467 -4.794
C 0.066 0.186 -3.774
N 0.514 0.271 -2.532
H 8.311 2.587 -2.276
H 8.353 1.205 -3.361
H 9.236 1.141 -1.843
H 5.862 2.620 -2.044
H 3.796 1.530 -1.207
H 5.984 -1.983 -0.286
H 8.058 -0.924 -1.146
H 3.386 -1.430 -2.939
H 2.506 -1.586 -5.262
H 0.309 -0.517 -5.786
H -0.890 0.663 -3.958
I -2.590 0.365 -0.756
C -3.738 2.045 -0.063
C -5.037 1.776 0.291
C -5.933 2.813 0.582
C -5.542 4.107 0.405
C -4.219 4.413 0.026
C -3.878 5.752 -0.243
C -2.604 6.082 -0.604
C -1.618 5.095 -0.601
C -1.899 3.768 -0.356
P -0.369 2.721 -0.178
C 0.322 3.810 1.148
C -0.152 3.450 2.409
C 0.242 4.135 3.541
C 1.133 5.189 3.425
C 1.617 5.551 2.180
C 1.214 4.870 1.041
C 0.422 3.219 -1.742
C -0.354 3.306 -2.895
C 0.233 3.578 -4.114
C 1.604 3.762 -4.202
C 2.384 3.652 -3.063
C 1.801 3.371 -1.841
C -3.243 3.373 -0.125
H -5.385 0.755 0.316
H -6.939 2.572 0.885
H -6.238 4.925 0.527
H -4.653 6.502 -0.171
H -2.344 7.099 -0.856
H -0.596 5.385 -0.795
H -0.842 2.616 2.484
H -0.124 3.836 4.512
H 1.446 5.734 4.302
H 2.326 6.363 2.092
H 1.606 5.179 0.081
H -1.424 3.157 -2.836
H -0.379 3.650 -5.000
H 2.060 3.976 -5.157
H 3.454 3.792 -3.129
H 2.413 3.272 -0.955
N -0.118 -2.028 -0.161
C 0.372 -3.069 -0.071
N 0.769 -4.299 0.018
C 0.907 -4.955 1.307
C 0.464 -6.413 1.135
O 1.191 -7.051 0.112
C 1.008 -6.402 -1.126
C 1.480 -4.946 -1.070
H 0.282 -4.447 2.043
H 1.954 -4.921 1.634
H -0.611 -6.446 0.902
H 0.653 -6.984 2.046
H -0.058 -6.431 -1.403
H 1.586 -6.968 -1.856
H 1.254 -4.425 -2.002
H 2.560 -4.889 -0.892
*
```

Summary:
Total energy in a.u.: -3834.13978
M in g mol⁻¹: 1100.26
LUMO in eV: 0.17
Gap between HOMO and LUMO in eV: 8.06

Atom charges from the Mulliken analysis, given in e for atoms 1 to 6:
1 Cd 3.061
2 F -0.362
3 C 0.296
4 C -0.413
5 C -1.346
6 C 1.741


# C50H41N11O7SSr

C50H41N11O7SSr as an isolated structure (ωB97M-V/def2-TZVPD, OMol25).

```
! wB97M-V def2-TZVPD RIJCOSX def2/J DEFGRID3
* xyz -2 1
Sr -0.875 0.477 0.734
C -6.190 -2.399 -2.007
C -6.075 -3.300 -0.940
C -5.302 -2.996 0.172
C -4.649 -1.773 0.190
C -3.731 -1.140 1.157
N -3.427 -1.677 2.337
C -2.578 -1.106 3.204
C -2.359 -1.616 4.569
C -2.878 -2.698 5.265
C -2.439 -2.903 6.564
C -1.504 -2.041 7.154
C -0.990 -0.957 6.457
C -1.429 -0.756 5.156
C -1.104 0.252 4.133
N -0.242 1.239 4.343
C 0.029 2.215 3.465
N -0.534 2.429 2.260
C -0.056 3.566 1.719
N -0.439 4.153 0.577
C -1.376 3.658 -0.226
N -2.055 2.497 -0.090
C -2.956 2.365 -1.077
N -3.801 1.352 -1.303
C -3.913 0.279 -0.527
N -3.326 0.046 0.665
C -4.765 -0.876 -0.871
C -5.536 -1.176 -1.984
C -2.864 3.539 -1.962
C -3.532 3.896 -3.125
C -3.178 5.089 -3.737
C -2.174 5.907 -3.198
C -1.507 5.547 -2.037
C -1.865 4.353 -1.426
C 0.948 4.136 2.623
C 1.766 5.256 2.541
C 2.641 5.497 3.588
C 2.698 4.638 4.697
C 1.882 3.521 4.779
C 1.004 3.281 3.729
N -1.813 -0.024 3.014
H -6.790 -2.669 -2.868
H -6.590 -4.252 -0.992
H -5.194 -3.689 0.996
H -3.594 -3.360 4.795
H -2.817 -3.745 7.132
H -1.176 -2.231 8.169
H -0.263 -0.288 6.899
H -5.599 -0.478 -2.808
H -4.298 3.250 -3.535
H -3.677 5.393 -4.650
H -1.915 6.830 -3.702
H -0.726 6.166 -1.614
H 1.716 5.908 1.679
H 3.296 6.360 3.551
H 3.400 4.849 5.495
H 1.926 2.843 5.621
C 4.020 -1.914 1.838
C 2.817 -1.479 2.656
C 2.721 -2.265 3.962
O 2.971 -0.091 2.957
C 1.516 -1.702 1.860
O 1.275 -2.841 1.440
O 0.788 -0.677 1.708
H 4.931 -1.690 2.401
H 4.055 -1.381 0.887
H 3.975 -2.978 1.616
H 3.628 -2.099 4.549
H 2.603 -3.329 3.762
H 1.866 -1.921 4.548
H 2.077 0.277 2.849
C 4.778 1.229 -1.188
N 3.347 1.420 -1.247
C 2.566 1.559 -2.375
C 1.278 1.594 -1.934
N 1.254 1.485 -0.562
C 2.505 1.391 -0.191
H 5.284 1.988 -1.785
H 5.053 0.236 -1.548
H 5.099 1.325 -0.153
H 2.995 1.577 -3.362
H 0.367 1.622 -2.508
H 2.860 1.239 0.819
C 2.373 -0.727 -7.468
C 2.410 -1.455 -6.151
C 1.890 -0.857 -5.006
C 1.894 -1.515 -3.789
C 2.417 -2.801 -3.719
C 2.934 -3.422 -4.846
C 2.935 -2.739 -6.055
S 2.499 -3.623 -2.159
O 2.522 -5.039 -2.440
O 3.576 -3.048 -1.398
N 1.123 -3.117 -1.496
C -0.148 -3.668 -2.006
C -1.271 -2.748 -1.578
C -1.015 -1.348 -2.145
O -0.759 -1.265 -3.352
O -1.039 -0.394 -1.308
H 2.854 0.250 -7.395
H 1.343 -0.557 -7.788
H 2.878 -1.294 -8.250
H 1.442 0.128 -5.066
H 1.446 -1.055 -2.919
H 3.314 -4.432 -4.772
H 3.332 -3.219 -6.942
H 1.194 -3.056 -0.465
H -0.289 -4.695 -1.660
H -0.105 -3.663 -3.096
H -1.367 -2.728 -0.489
H -2.213 -3.122 -1.993
*
```

Summary:
Total energy in a.u.: -3488.25085
M in g mol⁻¹: 1027.63
LUMO (spin up / spin down) in eV: 3.53 / 3.52
Gap between HOMO and LUMO (spin up / spin down) in eV: 4.97 / 4.95

Atom charges from the Mulliken analysis, given in e for atoms 1 to 6:
1 Sr 2.410
2 C -0.582
3 C -0.622
4 C -0.066
5 C 0.187
6 C -0.110


# C50H41N9O5ReS

C50H41N9O5ReS as an isolated structure (ωB97M-V/def2-TZVPD, OMol25).

```
! wB97M-V def2-TZVPD RIJCOSX def2/J DEFGRID3
* xyz 0 2
Re -0.287 0.241 0.429
N 3.363 2.370 0.813
C 2.545 1.410 0.228
N 1.478 0.955 1.042
C 1.590 1.002 2.414
N 0.606 0.662 3.212
N -0.492 0.317 2.450
C -1.631 0.073 2.991
C -2.740 -0.117 2.057
C -4.045 -0.271 2.491
C -5.059 -0.377 1.552
C -4.741 -0.336 0.206
C -3.414 -0.185 -0.160
N -2.429 -0.079 0.735
C 2.822 1.530 2.993
C 3.109 1.421 4.357
C 4.248 1.997 4.873
C 5.107 2.701 4.026
C 4.834 2.827 2.682
C 3.686 2.236 2.157
H 4.077 2.765 0.221
H 2.192 1.668 -0.764
H -1.754 0.062 4.069
H -4.252 -0.290 3.552
H -6.088 -0.482 1.870
H -5.498 -0.402 -0.563
H -3.127 -0.147 -1.199
H 2.418 0.878 4.986
H 4.476 1.907 5.926
H 6.009 3.147 4.425
H 5.514 3.353 2.023
C 0.717 -3.717 -4.803
C -0.106 -3.655 -3.535
C -1.057 -4.827 -3.396
O -0.850 -2.438 -3.508
C -0.542 -1.685 -2.357
C 0.608 -2.421 -1.673
O 0.784 -3.611 -2.421
C 0.354 -2.751 -0.172
O -0.193 -1.621 0.503
C -0.664 -3.885 -0.046
C -2.026 -3.592 -0.006
C -2.975 -4.601 0.082
C -2.576 -5.928 0.148
C -1.223 -6.229 0.128
C -0.277 -5.218 0.035
C 1.674 -3.082 0.531
C 2.692 -3.780 -0.116
C 3.894 -4.029 0.533
C 4.097 -3.595 1.835
C 3.081 -2.918 2.491
C 1.881 -2.667 1.844
C -0.149 -0.215 -2.646
O 0.415 0.233 -1.433
C 0.836 -0.135 -3.799
C 2.201 0.001 -3.587
C 3.086 0.045 -4.657
C 2.612 -0.033 -5.958
C 1.246 -0.155 -6.180
C 0.367 -0.207 -5.110
C -1.413 0.631 -2.983
C -1.295 2.029 -3.607
C -2.140 2.543 -4.651
C -3.220 1.823 -4.996
C -3.475 0.546 -4.368
C -2.641 -0.030 -3.481
H 0.063 -3.763 -5.675
H 1.347 -4.607 -4.783
H 1.347 -2.832 -4.879
H -1.725 -4.857 -4.257
H -1.649 -4.730 -2.487
H -0.492 -5.759 -3.351
H -1.415 -1.659 -1.697
H 1.520 -1.827 -1.725
H -2.352 -2.562 -0.021
H -4.027 -4.345 0.105
H -3.311 -6.718 0.229
H -0.895 -7.259 0.189
H 0.772 -5.479 0.020
H 2.562 -4.103 -1.139
H 4.678 -4.563 0.011
H 5.042 -3.780 2.331
H 3.227 -2.569 3.507
H 1.095 -2.139 2.367
H 2.572 0.075 -2.578
H 4.148 0.149 -4.470
H 3.299 0.002 -6.794
H 0.863 -0.209 -7.192
H -0.695 -0.314 -5.297
H -0.454 3.576 -2.594
H -1.882 3.466 -5.154
H -3.886 2.171 -5.774
H -4.350 -0.008 -4.686
H -2.840 -1.054 -3.187
S 3.647 -0.253 -0.215
C 5.152 0.497 -0.179
N 6.146 1.087 -0.146
N -2.763 3.434 0.929
C -2.066 2.694 0.032
O -0.940 2.205 0.488
C -2.518 2.481 -1.257
C -1.556 1.873 -2.166
N -0.327 2.566 -2.681
C -3.876 2.732 -1.576
N -4.988 2.902 -1.844
H -2.413 3.520 1.865
H -3.624 3.880 0.667
*
```

Summary:
Total energy in a.u.: -3275.37498
M in g mol⁻¹: 1066.21
LUMO (spin up / spin down) in eV: -1.32 / -1.56
Gap between HOMO and LUMO (spin up / spin down) in eV: 5.91 / 5.70

Atom charges from the Mulliken analysis, given in e for atoms 1 to 6:
1 Re 0.885
2 N -0.175
3 C -0.797
4 N 0.235
5 C 1.222
6 N -1.776


# C50H42AsF10O2PPt

C50H42AsF10O2PPt as an isolated structure (ωB97M-V/def2-TZVPD, OMol25).

```
! wB97M-V def2-TZVPD RIJCOSX def2/J DEFGRID3
* xyz 0 1
Pt -0.480 1.537 -1.140
F 2.751 7.847 2.150
C 1.906 7.206 2.976
F 2.544 7.074 4.158
F 0.855 8.014 3.185
C 1.497 5.870 2.426
C 2.453 5.067 1.821
C 2.102 3.812 1.352
C 0.792 3.352 1.482
C -0.154 4.170 2.091
C 0.192 5.424 2.564
P 0.293 1.708 0.869
C -0.470 0.915 2.320
C -1.415 -0.079 2.068
C -1.994 -0.771 3.119
C -1.637 -0.463 4.424
C -0.712 0.536 4.689
C -0.132 1.225 3.635
C -2.250 -1.255 5.543
F -2.010 -0.711 6.747
F -1.763 -2.514 5.573
F -3.585 -1.360 5.407
C 1.904 0.830 0.701
C 2.549 0.887 -0.532
C 3.749 0.222 -0.734
C 4.313 -0.503 0.303
C 3.691 -0.554 1.544
C 2.497 0.117 1.739
C 5.600 -1.250 0.114
F 6.013 -1.250 -1.164
F 5.476 -2.542 0.489
F 6.596 -0.730 0.856
H 3.469 5.422 1.710
H 2.854 3.197 0.877
H -1.170 3.824 2.210
H -0.553 6.053 3.031
H -1.650 -0.329 1.041
H -2.717 -1.553 2.921
H -0.447 0.775 5.710
H 0.588 2.008 3.842
H 2.110 1.418 -1.371
H 4.227 0.255 -1.704
H 4.131 -1.130 2.348
H 2.012 0.052 2.705
C -0.473 1.253 -5.426
C -0.296 0.545 -4.084
C -1.522 -0.307 -3.769
C 0.952 -0.342 -4.109
O -0.105 1.539 -3.101
H -0.549 0.539 -6.251
H 0.379 1.909 -5.610
H -1.376 1.866 -5.412
H -1.703 -1.061 -4.541
H -2.411 0.324 -3.689
H -1.369 -0.818 -2.818
H 0.859 -1.170 -4.819
H 1.118 -0.753 -3.110
H 1.824 0.253 -4.389
F -3.247 7.736 -0.972
C -3.047 6.402 -0.921
C -2.663 5.741 -2.072
C -2.459 4.374 -2.012
C -2.626 3.668 -0.817
C -2.395 2.193 -0.774
C -3.031 4.375 0.314
C -3.245 5.746 0.275
H -2.526 6.298 -2.989
H -2.131 3.840 -2.897
H -2.881 1.739 -1.646
H -2.851 1.775 0.125
H -3.222 3.833 1.234
H -3.570 6.303 1.144
O -0.021 -1.291 -0.304
As -0.169 -2.919 -0.494
C 0.455 -3.864 1.064
C 0.680 -3.126 2.218
C 1.114 -3.767 3.370
C 1.325 -5.138 3.362
C 1.108 -5.874 2.203
C 0.673 -5.237 1.051
C -2.021 -3.372 -0.778
C -2.478 -4.680 -0.895
C -3.827 -4.920 -1.109
C -4.715 -3.856 -1.203
C -4.259 -2.552 -1.079
C -2.909 -2.306 -0.866
C 0.859 -3.607 -1.964
C 0.265 -4.121 -3.108
C 1.061 -4.510 -4.178
C 2.439 -4.377 -4.102
C 3.032 -3.861 -2.955
C 2.242 -3.476 -1.884
H 0.506 -2.057 2.202
H 1.282 -3.197 4.275
H 1.663 -5.637 4.261
H 1.283 -6.942 2.197
H 0.531 -5.809 0.141
H -1.792 -5.515 -0.818
H -4.187 -5.937 -1.201
H -5.767 -4.046 -1.371
H -4.952 -1.723 -1.150
H -2.531 -1.295 -0.765
H -0.813 -4.204 -3.178
H 0.602 -4.908 -5.074
H 3.057 -4.674 -4.939
H 4.108 -3.757 -2.897
H 2.703 -3.068 -0.991
*
```

Summary:
Total energy in a.u.: -5776.16713
M in g mol⁻¹: 1165.84
LUMO in eV: 0.02
Gap between HOMO and LUMO in eV: 8.00

Atom charges from the Mulliken analysis, given in e for atoms 1 to 6:
1 Pt 3.420
2 F -0.268
3 C 0.862
4 F -0.259
5 F -0.273
6 C 0.279